The following is a DFT calculation (ωB97M-V/def2-TZVPD) of a cluster of 15 separate species, H30O15 in total.

XYZ file:
```
45
Properties=species:S:1:pos:R:3:forces:R:3
H -1.164 0.056 -0.102 2.29 -1.58 0.52
H 0.437 -0.087 0.064 1.03 0.64 -1.24
H 2.510 2.595 -1.773 0.34 0.22 0.66
H 2.497 1.855 -0.451 -0.28 -0.16 -0.09
H -4.220 4.428 0.375 -1.99 0.75 -3.31
H -3.067 3.707 0.924 -1.29 1.08 0.83
H -0.173 -2.721 1.781 0.10 -0.30 0.07
H -0.323 -3.815 2.854 0.14 0.44 -0.14
H -1.883 -2.805 -4.788 0.24 0.15 0.09
H -2.477 -2.683 -3.360 2.61 1.07 -1.60
H -3.209 1.219 4.429 -0.70 -0.02 2.57
H -3.322 0.838 3.073 -0.27 -0.04 -0.78
H -0.885 2.900 -1.336 0.44 0.34 0.00
H -0.721 1.673 -0.350 -0.41 1.10 -1.40
H 1.848 -0.894 1.823 -2.19 -0.46 -0.53
H 2.554 0.406 2.220 -0.16 -1.24 0.11
H 3.531 -2.285 0.639 -0.72 -0.23 -0.27
H 2.012 -2.371 0.688 0.46 -0.24 0.09
H 2.038 -0.673 -3.304 0.13 -1.01 -0.63
H 1.847 -1.782 -4.416 -1.93 -0.56 -1.71
H 4.714 0.254 -0.344 -1.33 0.37 1.81
H 3.596 0.908 0.599 -0.27 0.94 -0.27
H 0.482 -1.368 -2.248 1.06 -0.22 1.88
H 0.970 -1.948 -0.864 -0.41 -1.22 0.44
H -1.184 -1.072 1.786 0.40 1.89 0.59
H -1.603 0.271 2.428 -0.41 0.28 1.80
H -3.561 -0.107 -0.977 0.46 0.55 0.30
H -4.368 -0.417 -2.208 0.04 -0.16 0.26
H 0.421 1.381 1.110 1.96 0.23 0.26
H 0.769 2.738 0.735 0.66 1.20 -0.28
O -0.384 -0.516 0.192 -1.13 -1.60 -7.40
O 2.665 2.720 -0.815 0.75 0.72 -2.07
O -3.827 4.314 1.180 3.28 -1.87 2.45
O -0.152 -2.866 2.735 -0.22 -0.30 -0.12
O -1.662 -2.381 -3.946 -2.80 -1.14 1.60
O -2.770 1.381 3.633 0.66 0.16 -1.80
O -1.270 2.068 -1.077 -0.12 -1.09 1.16
O 2.627 -0.576 2.200 1.47 1.64 1.64
O 2.777 -2.826 0.317 0.38 0.22 0.36
O 2.412 -1.439 -3.782 2.20 1.50 1.74
O 4.192 0.185 0.520 2.55 -1.15 -2.27
O 1.138 -1.277 -1.490 -0.05 1.21 -3.19
O -0.928 -0.116 1.888 -2.99 0.41 6.51
O -4.116 -0.781 -1.347 -0.47 -0.37 -0.63
O 1.231 1.906 0.782 -3.53 -2.14 2.00
```
Forces are in eV/Å.

total charge: 0
lowest unoccupied orbital energy: -0.39 eV
frontier orbital gap: 8.37 eV
energy relative to the best compared isomer or geometry (same formula, charge and spin): 767.8 kJ/mol

natural (NBO) population analysis, charges in e, atoms 1 to 5:
1. H 0.48
2. H 0.48
3. H 0.47
4. H 0.48
5. H 0.46

***

The following is a DFT calculation (ωB97M-V/def2-TZVPD) of a cluster of 15 separate species, H31NO14 in total.

XYZ file:
```
46
Properties=species:S:1:pos:R:3:forces:R:3
N 0.252 1.404 0.026 1.16 0.30 0.43
H -0.708 1.318 -0.253 -0.01 -0.61 -0.67
H 0.736 2.097 -0.527 -0.36 0.39 -0.09
H 0.856 0.593 -0.065 -0.78 -0.38 -0.11
H -0.391 -2.254 -0.788 0.23 -0.61 -0.23
H 0.654 -3.332 -0.388 -0.99 0.38 -0.81
O -0.261 -3.221 -0.767 0.92 0.05 0.51
H 1.440 -1.464 -2.567 1.24 -0.43 0.31
H 0.882 -0.783 -3.616 0.59 0.45 -1.05
O 1.785 -1.084 -3.400 -1.92 -0.20 0.71
H -0.837 2.155 1.436 -0.14 0.26 -0.51
H -1.918 3.259 1.589 0.33 -0.58 0.14
O -1.231 2.759 2.074 0.00 0.45 0.60
H 3.069 -0.002 -2.735 -0.07 0.12 0.54
H 3.899 1.210 -2.188 0.01 -0.09 -0.03
O 3.458 0.396 -1.924 0.09 0.12 -0.21
H -3.494 -2.008 0.490 0.02 0.17 0.03
H -2.447 -1.293 1.336 -0.02 0.21 -0.14
O -3.002 -1.175 0.535 0.19 -0.44 0.12
H -3.805 0.253 -2.675 -0.09 -0.03 -0.03
H -2.394 0.040 -3.153 -0.09 -0.08 0.12
O -3.231 0.437 -3.424 -0.11 0.36 -0.19
H -2.374 3.991 -0.494 -0.17 -0.09 -0.17
H -3.239 2.705 -0.368 -0.06 -0.03 -0.19
O -2.897 3.460 0.116 -0.06 0.34 -0.05
H 2.923 -2.701 -0.876 0.15 0.28 0.46
H 2.475 -1.760 0.336 0.54 -0.33 -0.18
O 2.192 -2.223 -0.468 -0.42 -0.11 -0.26
H 0.837 4.036 1.659 0.10 -0.05 0.09
H 2.172 3.432 1.220 -0.07 0.03 0.12
O 1.751 4.271 1.435 -0.16 -0.06 -0.15
H 0.243 1.536 2.549 0.44 0.06 0.73
H 1.397 0.573 2.380 0.11 0.02 0.26
O 0.759 0.873 3.044 -0.08 0.17 -0.72
H 3.511 -0.153 -0.149 0.47 0.48 0.19
H 4.182 0.253 1.255 0.17 0.10 -0.26
O 3.523 -0.289 0.821 -0.67 -0.26 0.05
H -2.088 -1.220 -1.069 0.32 0.78 -0.16
H -1.991 -2.027 -2.275 0.53 0.15 -0.52
O -1.621 -1.189 -1.948 -0.74 -0.80 0.89
H -0.569 -0.297 2.453 -0.05 -0.87 0.39
H -1.152 -0.998 3.637 -0.11 -0.15 0.10
O -1.031 -1.140 2.692 -0.11 0.86 -0.34
H -0.861 -3.041 2.353 0.18 -0.31 -0.52
H -0.627 -3.554 0.876 -0.56 -0.30 1.13
O -0.829 -3.844 1.806 0.06 0.28 -0.30
```
Forces are in eV/Å.

total charge: 0
lowest unoccupied orbital energy: -0.27 eV
frontier orbital gap: 10.00 eV
energy relative to the best compared isomer or geometry (same formula, charge and spin): 40.6 kJ/mol

natural (NBO) population analysis, charges in e, atoms 1 to 5:
1. N -1.13
2. H 0.38
3. H 0.38
4. H 0.39
5. H 0.48

***

The following is a DFT calculation (ωB97M-V/def2-TZVPD) of a cluster of 16 separate species, H32O16 in total.

XYZ file:
```
48
Properties=species:S:1:pos:R:3:forces:R:3
O -0.244 -2.702 -2.573 -1.01 -0.13 -0.72
H 0.281 -2.181 -1.972 0.88 0.22 0.48
H -0.233 -3.612 -2.287 0.43 -0.36 0.17
O -0.367 0.269 -0.082 -0.41 1.02 -0.33
H 0.515 0.642 -0.177 0.17 0.49 0.20
H -0.132 -0.646 -0.045 0.30 -1.80 -0.28
O -1.947 -0.301 2.063 0.63 -1.31 -0.09
H -1.388 -0.101 1.286 0.12 0.34 0.01
H -2.128 0.535 2.433 -0.47 1.42 0.78
O 3.253 -0.631 -0.089 0.90 -0.44 0.32
H 3.202 0.256 0.262 0.03 -0.01 0.34
H 2.518 -0.776 -0.684 -0.37 0.17 -0.18
O 0.174 1.998 2.187 0.23 -0.29 0.22
H -0.165 2.712 1.632 0.20 0.11 0.44
H -0.359 1.931 2.978 -0.16 0.39 0.24
O -1.304 -2.927 1.887 -1.44 -0.65 -0.36
H -1.725 -2.053 1.934 0.37 0.23 0.35
H -2.111 -3.463 1.713 1.00 0.06 0.34
O 0.463 1.875 -2.855 -0.94 -0.35 -0.69
H 0.806 2.027 -1.988 0.42 0.30 1.33
H 1.212 2.027 -3.415 0.57 0.30 -0.79
O -2.264 0.176 -2.536 -0.49 0.02 -0.06
H -1.514 0.271 -3.094 0.66 0.14 -1.84
H -1.737 0.187 -1.751 -0.08 0.02 1.78
O 1.748 2.100 -0.335 0.88 -0.19 -0.66
H 1.375 2.954 -0.152 -0.64 0.80 0.58
H 2.681 2.293 -0.519 -0.06 -0.32 0.00
O 1.565 -0.589 -2.138 -2.20 1.16 0.85
H 2.261 -0.761 -2.725 1.49 -0.33 -1.45
H 1.114 0.253 -2.414 0.43 -1.08 -0.05
O -2.469 -2.329 -0.887 0.48 0.62 -0.77
H -2.473 -3.090 -0.345 -0.39 -1.17 1.14
H -1.708 -2.530 -1.462 -0.16 0.59 -0.63
O 0.873 -2.316 0.149 0.72 0.68 -0.39
H 1.142 -1.878 0.972 0.52 -0.01 0.12
H 0.001 -2.588 0.378 -1.35 -0.93 0.53
O -0.516 3.720 0.279 0.86 1.32 -0.85
H -1.072 2.973 0.144 -1.17 -1.18 -0.51
H -0.411 4.091 -0.619 -0.25 0.00 0.62
O -3.636 0.024 0.070 -0.79 1.11 0.88
H -3.169 -0.583 -0.478 0.30 -0.98 -1.01
H -3.286 -0.186 0.947 -0.39 0.02 -0.30
O 3.255 1.483 1.905 2.12 0.70 -1.05
H 2.444 1.617 1.465 -1.68 0.31 -0.50
H 3.026 1.207 2.760 -0.40 -0.80 1.78
O 1.088 -0.652 2.486 0.48 -1.02 0.75
H 0.683 -0.879 3.326 0.11 -0.79 0.24
H 0.654 0.169 2.349 -0.45 1.58 -0.98
```
Forces are in eV/Å.

total charge: 0
lowest unoccupied orbital energy: -0.51 eV
frontier orbital gap: 9.61 eV
energy relative to the best compared isomer or geometry (same formula, charge and spin): 470.1 kJ/mol

natural (NBO) population analysis, charges in e, atoms 1 to 5:
1. O -0.96
2. H 0.51
3. H 0.47
4. O -1.00
5. H 0.50